ORCA calculation (ωB97M-V/def2-TZVPD) on a structure of composition C10H23N9O6Ru.

For the total energy, the calculation gives -1433.2624 a.u. The relative energy (zero: lowest compared OMol25 entry of this formula, charge and spin) is 121.2 kJ/mol. As for the expectation value of S²: 8.84.

```
! wB97M-V def2-TZVPD RIJCOSX def2/J DEFGRID3
* xyz 1 6
O -1.11407 -0.63117 -3.56792
H -0.63335 -1.05046 -4.35620
Ru 0.64095 0.27764 -0.06080
N 1.79966 -1.19600 -1.03630
N -0.43325 -1.48645 0.06874
N 0.99836 2.42196 -0.12193
N -0.94461 1.15572 0.86640
O 2.95151 -0.99068 -1.51066
O 2.18702 2.99497 -0.52131
O -2.11822 0.57180 1.17660
O -1.59220 -1.74250 0.66219
C 0.01388 -2.59888 -0.57588
C 1.23767 -2.43463 -1.23713
C 0.06178 3.19635 0.38757
C -0.98304 2.49607 1.06609
C 1.82594 -3.52111 -2.09671
H 1.47864 -3.46818 -3.14720
H 1.56879 -4.52042 -1.70865
H 2.91139 -3.45180 -2.10850
C -0.79547 -3.84761 -0.43437
H -1.81923 -3.74227 -0.84023
H -0.89004 -4.10332 0.63603
H -0.28776 -4.68344 -0.93782
C 0.24127 4.64035 0.29347
C -2.09971 3.12865 1.82253
H 0.62339 4.92992 -0.67122
H 0.88140 5.07746 1.04298
H -0.73612 5.05945 0.39704
H -2.73662 2.34014 2.22344
H -2.70178 3.74780 1.14867
H -1.75832 3.80819 2.61052
H 2.43620 2.45011 -1.30297
H -1.95849 -0.57547 0.98958
C -2.82734 -0.70832 -3.54080
H -3.03408 -1.62872 -4.10343
H -2.96112 0.26722 -4.05375
H -3.43828 -0.71346 -2.58223
O 0.25086 0.63563 -1.95183
H -0.54398 0.02588 -2.88817
H 0.11962 1.51303 -2.34539
N 0.88053 -1.08493 5.01936
N 1.28068 -0.42233 3.87479
N 2.59276 -0.07662 3.68915
C 2.63154 0.09029 2.36919
N 1.42875 -0.11837 1.79670
N 0.59345 -0.59553 2.76839
H -0.12692 -1.07058 5.10332
H 1.38861 -0.78604 5.84582
H 3.50933 0.42066 1.84277
*
```

ORCA calculation (ωB97M-V/def2-TZVPD) on the molecule C5H6S.

For the total energy, the calculation gives -592.1881 a.u. As for the SMILES: C#CCCC=S. The relative energy (zero: lowest compared OMol25 entry of this formula, charge and spin) is 219.8 kJ/mol.

```
! wB97M-V def2-TZVPD RIJCOSX def2/J DEFGRID3
* xyz 0 1
C 1.71408 0.30199 2.96150
C 1.25472 -0.09036 1.91982
C 0.54769 -0.62921 0.68767
C 0.77034 0.15804 -0.58739
C -0.26599 -0.00585 -1.67288
S -1.82565 0.13994 -1.32277
H 2.21772 0.83096 3.82107
H 0.94724 -1.58813 0.44625
H -0.46356 -0.84596 1.01966
H 0.72838 1.14415 -0.20872
H 1.73816 -0.06791 -0.98723
H -0.08263 -0.11986 -2.77909
*
```

ORCA calculation (ωB97M-V/def2-TZVPD) on the molecule C5H8N2.

For the total energy, the calculation gives -304.6245 a.u. As for the SMILES: C=C/C=N/N1CC1. The relative energy (zero: lowest compared OMol25 entry of this formula, charge and spin) is 554.1 kJ/mol.

```
! wB97M-V def2-TZVPD RIJCOSX def2/J DEFGRID3
* xyz 0 1
C -1.46299 -0.29170 2.79140
C -1.43090 -0.48049 1.40898
C -0.41198 0.37160 0.89625
N -0.07090 0.04897 -0.23917
N 0.85308 0.91627 -0.98888
C 0.59211 0.36976 -2.46654
C 1.86611 -0.00475 -1.52026
H -2.16217 -1.03530 3.22888
H -0.67136 0.31190 3.50173
H -2.16384 -1.17820 0.78568
H -0.08096 1.19450 1.45591
H 0.85792 1.16715 -3.19127
H -0.16178 -0.44339 -2.60217
H 1.63544 -1.10792 -1.35317
H 2.81222 0.16159 -1.70738
*
```

ORCA calculation (ωB97M-V/def2-TZVPD) on a structure of composition C18H24N2O8S.

For the total energy, the calculation gives -1809.3019 a.u. The relative energy (zero: lowest compared OMol25 entry of this formula, charge and spin) is 1706.5 kJ/mol.

```
! wB97M-V def2-TZVPD RIJCOSX def2/J DEFGRID3
* xyz 0 1
O 1.61315 1.82040 -3.25113
C 0.81956 1.06309 -2.73214
N 1.12736 -0.22889 -2.41605
H 0.56908 -0.89320 -2.26598
C 2.60798 -0.50839 -2.88739
H 3.13438 -1.11954 -1.94209
H 3.40208 0.04273 -3.21861
C 2.42726 -1.81047 -3.94275
C 1.79341 -1.40792 -5.28454
H 1.79227 -0.29866 -5.23351
C 0.37514 -2.29448 -5.20058
H 0.02547 -2.42939 -6.29014
C 0.85079 -3.14810 -4.34562
H -0.12440 -3.82857 -3.74746
H 1.18313 -4.05832 -4.98288
O 1.83301 -2.99438 -3.33407
H -0.10969 -1.40919 -4.62516
H 2.54515 -1.81749 -6.03888
H 3.38498 -2.23737 -3.96781
C -0.58533 1.15282 -2.54833
H -1.28680 0.67247 -3.30185
O -0.92355 0.85716 -1.24439
C -1.39564 -0.26754 -0.80699
O -1.25035 -1.28578 -1.56209
C -2.01993 -0.19316 0.47535
C -1.84077 0.93716 1.44646
C -2.00617 0.94962 2.70167
C -2.60968 -0.48449 3.29294
C -2.31175 -1.62327 2.47523
C -2.00658 -1.49170 1.20455
O -2.16682 -2.65568 0.43776
H -1.85406 -2.33278 -0.57232
H -2.70836 -2.54212 2.94546
H -2.66562 -0.34448 4.27010
S -2.08557 2.33255 3.68763
O -3.10232 1.89310 4.92525
O -2.55912 3.52975 2.81485
N -0.45092 2.33835 4.39909
C -0.11650 1.57953 5.28644
H -0.96149 1.02364 5.76418
C 0.90107 0.50547 4.81075
H 1.40625 -0.30439 5.43271
O 1.86848 1.05534 3.79705
C 1.40053 1.93149 2.78850
H 2.06872 2.22694 2.16013
C 0.40646 3.12420 3.50706
H -0.01497 3.63302 2.66714
H 1.14485 3.83388 4.06046
H 0.52785 1.25281 2.13328
H 0.16242 -0.26983 3.96954
H 0.43379 2.21819 5.99806
H -1.65121 1.89517 0.94944
H -0.99700 2.41068 -2.65834
*
```

ORCA calculation (ωB97M-V/def2-TZVPD) on a structure of composition C2H12NSi2.

For the total energy, the calculation gives -716.7383 a.u. The relative energy (zero: lowest compared OMol25 entry of this formula, charge and spin) is 353.1 kJ/mol.

```
! wB97M-V def2-TZVPD RIJCOSX def2/J DEFGRID3
* xyz 1 1
C 0.00250 -0.96479 0.29605
C -0.32214 0.16822 -0.45281
N 2.55759 -0.49983 -0.15225
Si -2.38547 -0.76001 0.23185
Si -0.21146 1.99573 0.06452
H 0.38582 -1.78716 -0.23116
H 0.46042 -1.12728 1.32882
H -0.31079 0.07422 -1.47786
H 2.47187 -0.44832 -1.14757
H 2.75547 -1.42786 0.19162
H 3.27617 0.04168 0.33878
H -2.86281 -0.31291 1.49353
H -2.80633 0.26253 -0.62874
H -2.41696 -2.18729 -0.07515
H -1.26589 2.18134 1.00919
H -0.45707 2.65357 -1.14730
H 1.12907 2.13815 0.35848
*
```

ORCA calculation (ωB97M-V/def2-TZVPD) on a cluster of 11 separate species, C12H46O17 in total.

For the total energy, the calculation gives -1763.6413 a.u. As for the SMILES: OCCO.OCCO.OCCO.OCCO.OCCO.OCCO.O.O.O.O.O. The relative energy (zero: lowest compared OMol25 entry of this formula, charge and spin) is 429.0 kJ/mol.

```
! wB97M-V def2-TZVPD RIJCOSX def2/J DEFGRID3
* xyz 0 1
O -14.89331 5.25909 8.24244
C -15.06288 4.22176 9.18106
C -16.54253 4.09573 9.47212
O -16.77076 2.96331 10.17760
H -14.54692 4.83156 7.47550
H -14.72960 3.22853 8.83347
H -14.59729 4.54348 10.09623
H -17.30899 4.03739 8.66365
H -16.88719 4.88227 10.13675
H -16.31181 3.14832 10.99780
O -22.72131 -0.74932 12.23018
C -22.99784 -0.92218 10.85315
C -21.74698 -1.64681 10.23827
O -22.15242 -2.16356 9.01910
H -23.51213 -0.82701 12.80765
H -23.76798 -1.73227 10.83347
H -23.26456 0.04585 10.32275
H -21.66968 -2.60783 10.83046
H -20.78525 -1.09505 10.48498
H -22.32973 -1.31423 8.58518
O -24.27264 3.61689 12.31088
C -23.66899 2.83633 11.37021
C -22.19912 2.59574 11.71630
O -21.59024 3.82790 11.58241
H -24.36937 3.18414 13.16412
H -24.14393 1.85181 11.38193
H -23.79169 3.36915 10.46351
H -21.73110 1.88140 11.09501
H -22.14661 2.21524 12.74637
H -22.20360 4.43321 11.93627
O -17.00843 -0.90076 11.00628
C -17.85124 -1.90008 10.74140
C -17.93938 -2.46635 12.16891
O -18.54216 -3.78423 12.05512
H -17.01734 -0.18740 10.30231
H -18.81929 -1.52422 10.48333
H -17.41318 -2.58887 10.05874
H -18.54157 -1.85090 12.82112
H -16.90669 -2.76553 12.47931
H -17.95798 -4.35612 11.58232
O -17.04046 1.10084 13.00122
C -16.50731 0.71352 14.23790
C -17.45111 0.18485 15.30995
O -16.80218 -0.33304 16.45245
H -17.44558 0.28805 12.49909
H -15.62462 0.01947 14.04180
H -16.09444 1.49543 14.68528
H -17.98462 -0.64106 14.87580
H -18.24174 0.92792 15.40319
H -16.27478 0.32703 16.79179
O -19.98093 -0.39746 8.18345
C -19.42855 -1.55900 7.39522
C -18.43304 -1.12940 6.35224
O -17.25694 -2.04683 6.21901
H -19.22275 0.19845 8.37216
H -18.85303 -2.08390 8.20961
H -20.15366 -2.41384 7.03946
H -18.15888 -0.05973 6.55712
H -18.92290 -1.14913 5.31448
H -17.53932 -2.91657 6.08568
O -20.00150 2.77055 9.07678
H -19.83225 2.19994 9.79802
H -19.67287 3.64521 9.20211
O -19.00851 1.24993 11.07729
H -19.57596 1.04077 11.76556
H -18.43943 1.89403 11.36563
O -20.39063 0.09242 13.12853
H -21.18399 -0.41042 12.75230
H -20.37184 0.01937 14.04890
O -16.26769 3.67721 12.71295
H -16.39479 2.72595 12.96245
H -15.38155 3.88379 12.98959
O -19.00320 3.55783 12.49196
H -18.35704 3.85223 11.82515
H -19.85042 3.50148 12.04535
*
```

ORCA calculation (ωB97M-V/def2-TZVPD) on a structure of composition C2H2LiNaO2.

For the total energy, the calculation gives -397.6723 a.u. The relative energy (zero: lowest compared OMol25 entry of this formula, charge and spin) is 137.3 kJ/mol.

```
! wB97M-V def2-TZVPD RIJCOSX def2/J DEFGRID3
* xyz 0 1
C 0.80983 -0.22748 -0.03284
C -0.33452 -0.99123 -0.00980
O -1.45596 -0.57105 -0.65779
O 0.80351 1.02674 -0.45576
H 1.07791 -0.45185 1.08521
Na -3.19038 -1.71472 -1.76412
Li -0.80931 0.97322 -1.48156
H -0.24263 -2.06601 0.21522
*
```

ORCA calculation (ωB97M-V/def2-TZVPD) on the ion C4H6NO with charge -1.

For the total energy, the calculation gives -285.9209 a.u. As for the SMILES: C=C(C)/C=N/[O-]. The relative energy (zero: lowest compared OMol25 entry of this formula, charge and spin) is 12.6 kJ/mol.

```
! wB97M-V def2-TZVPD RIJCOSX def2/J DEFGRID3
* xyz -1 1
C 0.12660 1.47285 0.64364
C 0.52611 0.38536 -0.00964
C -0.58439 -0.73429 -0.10984
C 1.91184 -0.16263 -0.32493
N 3.04772 0.48926 -0.12371
O 4.12712 -0.23381 -0.13299
H -0.88640 1.56314 1.06786
H 0.95986 2.05802 1.02250
H -0.82320 -0.94770 -1.28388
H -1.55802 -0.34771 0.22829
H -0.20010 -1.63442 0.42626
H 1.84595 -1.21652 -0.65915
*
```